Entry from the Open Molecules 2025 dataset: a structure of composition C37H61AsN3O4P2Pt (ωB97M-V with the def2-TZVPD basis set).

Each line ends with the Löwdin charge.
Cartesian coordinates (Å):
Pt -1.3172 -0.7213 -0.2025  1.291
O -6.1220 -1.8496 -0.4895  0.076
C -6.2981 -0.5740 0.0231  -0.209
C -7.5748 -0.0751 0.1926  -0.001
C -7.7704 1.2847 0.2349  -0.005
C -6.7053 2.1597 -0.1022  -0.028
C -5.3974 1.6811 -0.1461  -0.002
C -5.1644 0.2856 0.1442  -0.080
C -3.8541 -0.2261 0.3559  -0.412
O -2.8586 0.5168 -0.0350  -0.232
N -3.7327 -1.4694 0.9531  0.179
N -2.5313 -1.9539 0.8106  -0.202
C -2.0025 -3.1227 1.1390  0.002
C -0.6316 -3.3433 0.6642  -0.236
C 0.0632 -4.5761 0.5530  0.034
C 1.1228 -4.6721 -0.3447  -0.002
C 1.4423 -3.6024 -1.2027  -0.013
C 0.7698 -2.4200 -1.0420  -0.140
N -0.1985 -2.3309 -0.1082  -0.158
H -6.9577 -2.2423 -0.7888  0.134
H -8.4071 -0.7828 0.1785  0.143
H -8.7399 1.6792 0.5496  0.137
H -6.9041 3.2089 -0.2530  0.118
H -4.6001 2.3684 -0.3839  0.104
H -2.6130 -3.8377 1.7617  0.165
H -0.2692 -5.4120 1.1788  0.139
H 1.6011 -5.6276 -0.3508  0.121
H 2.1829 -3.7450 -1.9640  0.117
H 0.9204 -1.5131 -1.5948  0.063
C 0.4821 2.2554 -5.3778  -0.120
P 0.2825 0.8793 -4.0785  0.806
C 1.6807 0.9978 -2.9197  -0.163
C 0.9166 -0.6849 -4.8853  -0.154
H 1.5519 2.3971 -5.6639  0.096
H 0.1045 3.2103 -5.0230  0.055
H -0.1186 2.0512 -6.2859  0.062
H 1.9598 2.0385 -2.7032  0.078
H 2.5826 0.5608 -3.4038  0.082
H 1.5148 0.4671 -1.9884  0.025
H 1.9421 -0.5449 -5.2502  0.075
H 0.3172 -1.0428 -5.7372  0.062
H 0.9827 -1.5085 -4.1442  0.062
C -3.3818 -1.1045 -3.2037  -0.211
As -2.8208 0.4999 -4.0413  1.295
C -3.9470 1.9337 -3.2907  -0.162
C -3.4416 0.2944 -5.9775  -0.133
O -1.0439 0.5515 -3.2536  -0.499
H -4.2858 -0.9495 -2.5764  0.061
H -2.5634 -1.3634 -2.4958  0.004
H -3.5024 -1.9250 -3.9368  0.071
H -5.0164 1.9102 -3.5903  0.090
H -3.4562 2.8573 -3.6377  0.054
H -3.7781 1.9101 -2.2107  0.009
H -4.5290 0.2496 -5.9977  0.065
H -3.0396 -0.6579 -6.3687  0.056
H -3.0690 1.1619 -6.5316  0.042
O 1.3589 -0.1654 0.6622  -0.399
P 2.1671 0.3956 1.8304  0.858
C 2.2683 -0.6864 3.3046  -0.365
C 0.9738 -1.2458 3.8614  -0.197
C 1.2935 -2.3173 4.9463  -0.178
C 2.6296 -2.0904 5.7230  -0.180
C 2.9264 -0.5868 5.8018  -0.188
C 3.2053 -0.0810 4.3976  -0.193
C 1.6261 2.0722 2.3001  -0.324
C 0.5307 2.1344 3.3961  -0.175
C -0.9029 2.0511 2.8777  -0.195
C -1.1274 3.0365 1.7259  -0.175
C -0.1839 2.6309 0.5684  -0.221
C 1.2383 2.8695 1.0344  -0.195
C 3.9223 0.3682 1.1777  -0.308
C 4.3208 -1.0790 0.7121  -0.175
C 5.6243 -1.0772 -0.1412  -0.175
C 5.5319 -0.1391 -1.3661  -0.188
C 5.2177 1.3012 -0.8972  -0.191
C 4.0254 1.4167 0.0491  -0.214
H 2.7820 -1.5450 2.8710  0.104
H 0.3594 -1.6631 3.0322  0.098
H 0.3746 -0.4432 4.3142  0.095
H 1.3776 -3.3070 4.4799  0.101
H 0.4115 -2.3578 5.6299  0.120
H 3.4028 -2.6089 5.1229  0.114
H 2.6130 -2.6101 6.7270  0.133
H 3.8194 -0.3700 6.4007  0.122
H 2.0651 -0.0472 6.2523  0.128
H 4.2446 -0.3268 4.0800  0.123
H 3.1917 1.0152 4.3646  0.103
H 2.5149 2.5654 2.7262  0.129
H 0.6475 3.1199 3.8988  0.138
H 0.7427 1.4068 4.1943  0.090
H -1.5967 2.0825 3.7324  0.127
H -1.0445 1.0322 2.4703  0.090
H -0.8076 4.0114 2.1020  0.121
H -2.1795 3.0192 1.4469  0.099
H -0.3805 3.2373 -0.3125  0.102
H -0.3898 1.5715 0.2315  0.041
H 1.3117 3.9442 1.2767  0.137
H 1.9069 2.7316 0.1916  0.074
H 4.5809 0.6820 1.9876  0.121
H 3.4826 -1.5616 0.2035  0.087
H 4.4834 -1.7227 1.5929  0.108
H 5.7926 -2.1083 -0.4406  0.109
H 6.4355 -0.7372 0.5122  0.123
H 4.6885 -0.4728 -2.0045  0.094
H 6.4586 -0.2515 -1.9616  0.121
H 5.0324 1.9490 -1.7621  0.105
H 6.1274 1.7227 -0.4189  0.128
H 3.1151 1.2949 -0.5762  0.068
H 4.0137 2.4075 0.5127  0.116

Properties
- Charge: +3
- 2S+1: 5
- DFT total energy: -134651.9198 eV
- ΔE to the lowest compared entry with this formula, charge and spin: 385.25 kJ/mol
- Highest occupied orbital energy (spin up / spin down): -13.23 / -15.50 eV
- Orbital gap (spin up / spin down): 2.7 / 4.9 eV